--- A ---
The following is a quantum chemistry calculation of one molecule with the formula C4H6N4, from the Open Molecules 2025 dataset.

Structure (XYZ):
```
14
C4H6N4 | the Open Molecules 2025 dataset | wB97M-V/def2-TZVPD
N 0.05 -0.64 -0.08
C 1.33 -0.12 -0.32
C -1.05 0.14 0.03
N 2.30 -0.81 0.38
C -1.28 1.47 0.11
N 1.65 0.83 -1.12
C -2.10 -0.91 0.37
N -3.23 -1.26 0.36
H -1.10 -1.58 0.72
H 3.24 -0.67 0.05
H 2.07 -1.74 0.69
H 0.84 1.28 -1.52
H -0.46 2.14 0.32
H -2.28 1.86 0.02
```

Summary:
HOMO (spin up / spin down) in eV: -8.912 / -9.589
Frontier orbital gap (spin up / spin down) in Ha: 0.2418 / 0.3190
Spin multiplicity: 1

=====

--- B ---
The following is a quantum chemistry calculation of one molecule with the formula C4H6N4, from the Open Molecules 2025 dataset.

Structure (XYZ):
```
14
C4H6N4 | the Open Molecules 2025 dataset | wB97M-V/def2-TZVPD
H -2.50 1.18 0.01
N -1.69 1.76 0.20
C -0.74 0.86 -0.04
N 0.53 1.06 -0.19
C 1.32 -0.07 0.03
C 2.67 0.00 -0.01
N 0.50 -1.22 0.04
C -0.84 -0.76 0.01
N -1.77 -1.61 -0.10
H -2.76 -1.31 -0.26
H 0.84 1.99 -0.10
H 3.37 -0.79 0.26
H 3.10 1.04 -0.12
H 0.51 -2.19 0.66
```

Summary:
HOMO in eV: -8.554
Frontier orbital gap in Ha: 0.3383
SMILES: [H]/N=C1/NC(=C)N/C1=N/[H]
Spin multiplicity: 1

=====

--- C ---
The following is a quantum chemistry calculation of one molecule with the formula C4H6N4, from the Open Molecules 2025 dataset.

Structure (XYZ):
```
14
C4H6N4 | the Open Molecules 2025 dataset | wB97M-V/def2-TZVPD
H -0.34 -3.57 -0.74
N -0.74 -2.98 0.16
C -0.59 -1.73 -0.04
N -0.69 -0.79 1.18
N -1.30 0.58 0.93
C -0.57 1.49 0.49
C 1.02 1.33 0.22
C 1.48 1.23 -1.05
N 1.58 1.21 -2.22
H -0.33 -1.16 -0.99
H -1.28 -0.99 2.24
H -0.79 2.60 0.16
H 1.55 0.55 0.76
H 1.16 2.43 0.53
```

Summary:
HOMO in eV: -9.268
Frontier orbital gap in Ha: 0.3648
SMILES: [H]/N=C/N/N=C\CC#N
Spin multiplicity: 1

=====

--- D ---
The following is a quantum chemistry calculation of one molecule with the formula C4H6N4, from the Open Molecules 2025 dataset.

Structure (XYZ):
```
14
C4H6N4 | the Open Molecules 2025 dataset | wB97M-V/def2-TZVPD
C -0.84 -1.28 0.04
N -1.68 -0.13 -0.25
C -0.83 1.17 -0.19
C 0.64 0.62 0.00
N 2.01 0.80 -0.07
N 2.62 -0.31 -0.07
N 1.81 -1.22 -0.24
C 0.62 -0.75 -0.03
H -1.00 -1.73 1.12
H -1.03 -2.23 -0.86
H -2.65 0.00 0.54
H -0.96 1.54 0.76
H -1.04 1.64 -1.12
H 2.33 1.88 0.36
```

Summary:
HOMO in eV: -8.762
Frontier orbital gap in Ha: 0.3398
SMILES: C1NCc2[nH]nnc21
Spin multiplicity: 1

=====

Ordering by calculated energy gives the sequence B, A, C, D, with the first entry being the most stable.

=====

--- A ---
The following is a quantum chemistry calculation of one molecule with the formula C4H6N4, from the Open Molecules 2025 dataset.

Structure (XYZ):
```
14
C4H6N4 | the Open Molecules 2025 dataset | wB97M-V/def2-TZVPD
H 4.06 -0.39 0.18
N 3.10 0.14 0.25
N 2.28 -0.77 -0.10
C 0.93 -0.32 -0.26
C -0.24 -1.02 -0.13
C -1.32 -0.06 -0.08
N -2.68 -0.37 -0.01
C -0.64 1.14 -0.02
N 0.63 0.99 -0.25
H -0.29 -2.06 -0.29
H -3.28 0.29 0.85
H -2.73 -1.42 0.21
H -1.11 2.06 -0.02
H 1.29 1.79 -0.34
```

Summary:
HOMO in eV: -7.690
Frontier orbital gap in Ha: 0.2973
SMILES: [H]/N=N/c1cc(N)c[nH]1
Spin multiplicity: 1

=====

--- B ---
The following is a quantum chemistry calculation of one molecule with the formula C4H6N4, from the Open Molecules 2025 dataset.

Structure (XYZ):
```
14
C4H6N4 | the Open Molecules 2025 dataset | wB97M-V/def2-TZVPD
C -2.24 -2.03 -0.45
N -1.66 -1.05 -0.94
N -1.73 0.15 -0.48
C -0.54 0.62 -0.26
C 0.67 -0.09 -0.64
N 1.74 0.23 -0.09
N 1.96 1.43 0.61
C 1.91 1.04 1.89
H -2.07 -3.02 -0.92
H -2.57 -1.91 0.69
H -0.77 1.69 -0.14
H 0.67 -1.20 -1.19
H 1.64 -0.05 2.09
H 2.07 2.00 2.58
```

Summary:
HOMO in eV: -9.088
Frontier orbital gap in Ha: 0.3313
SMILES: C=N/N=C\C=N/N=C
Spin multiplicity: 1

=====

Ordering by calculated energy gives the sequence A, B, with the first entry being the most stable.

=====

--- A ---
The following is a quantum chemistry calculation of one molecule with the formula C4H5NS2, from the Open Molecules 2025 dataset.

Structure (XYZ):
```
12
C4H5NS2 | the Open Molecules 2025 dataset | wB97M-V/def2-TZVPD
S 2.54 -0.45 -0.01
C 1.35 0.67 0.06
C -0.09 0.40 -0.05
S -1.09 1.72 0.03
C -0.57 -0.95 -0.25
C -1.60 -1.47 0.70
N -1.94 -1.26 -0.65
H 1.59 1.71 0.24
H 0.20 -1.61 -0.61
H -1.92 -0.76 1.49
H -1.52 -2.51 1.04
H -2.44 -0.36 -0.73
```

Summary:
HOMO in eV: -9.318
Frontier orbital gap in Ha: 0.2656
SMILES: S=CC(=S)[C@H]1CN1
Spin multiplicity: 1

=====

--- B ---
The following is a quantum chemistry calculation of one molecule with the formula C4H5NS2, from the Open Molecules 2025 dataset.

Structure (XYZ):
```
12
C4H5NS2 | the Open Molecules 2025 dataset | wB97M-V/def2-TZVPD
S 1.26 -0.75 2.10
C 0.43 -0.22 0.88
C -1.13 -0.36 0.67
C -1.35 -0.04 -0.78
C -0.14 0.57 -1.21
N 0.90 0.48 -0.16
S 2.65 0.18 -0.68
H -1.40 -1.35 0.97
H -1.75 0.39 1.38
H -2.29 -0.22 -1.45
H -0.19 1.08 -2.29
H 3.02 0.23 0.55
```

Summary:
HOMO in eV: -8.437
Frontier orbital gap in Ha: 0.3130
SMILES: S=C1CC=CN1S
Spin multiplicity: 1

=====

Ordering by calculated energy gives the sequence A, B, with the first entry being the most stable.

=====

--- A ---
The following is a quantum chemistry calculation of one molecule with the formula C5H12N2, from the Open Molecules 2025 dataset.

Structure (XYZ):
```
19
C5H12N2 | the Open Molecules 2025 dataset | wB97M-V/def2-TZVPD
N -0.38 3.04 0.18
C -0.57 1.68 0.42
C 0.30 0.97 1.16
C 0.25 -0.53 1.31
C 0.91 -1.35 0.14
C -0.08 -1.86 -0.97
N -0.76 -0.79 -1.63
H -0.86 3.60 -0.51
H 0.56 3.39 0.21
H -1.59 1.30 0.41
H 1.04 1.57 1.69
H -0.76 -0.95 1.55
H 0.79 -0.76 2.23
H 1.67 -0.94 -0.53
H 1.42 -2.25 0.49
H -0.80 -2.49 -0.45
H 0.51 -2.63 -1.50
H -0.29 0.08 -1.81
H -1.36 -1.09 -2.38
```

Summary:
HOMO in eV: -7.559
Frontier orbital gap in Ha: 0.3231
SMILES: N/C=C/CCCN
Spin multiplicity: 1

=====

--- B ---
The following is a quantum chemistry calculation of one molecule with the formula C5H12N2, from the Open Molecules 2025 dataset.

Structure (XYZ):
```
19
C5H12N2 | the Open Molecules 2025 dataset | wB97M-V/def2-TZVPD
C 0.21 1.29 -2.21
C -0.74 1.70 -1.08
C -1.06 0.47 -0.20
C 0.15 0.11 0.68
N 0.71 -1.18 0.31
C 0.82 -2.14 1.11
N 0.34 -2.16 2.43
H 0.84 2.06 -2.66
H 0.89 0.46 -1.98
H -0.36 0.88 -3.06
H -0.17 2.52 -0.63
H -1.66 2.12 -1.48
H -1.34 -0.28 -0.93
H -1.84 0.72 0.52
H -0.18 0.12 1.73
H 0.92 0.87 0.60
H 1.31 -3.06 0.82
H 0.60 -1.48 3.12
H 0.58 -3.03 2.89
```

Summary:
HOMO in eV: -9.234
Frontier orbital gap in Ha: 0.3752
SMILES: CCCC/N=C\N
Spin multiplicity: 1

=====

--- C ---
The following is a quantum chemistry calculation of a 2-piece molecular cluster, C5H12N2 overall, from the Open Molecules 2025 dataset.

Structure (XYZ):
```
19
C5H12N2 | the Open Molecules 2025 dataset | wB97M-V/def2-TZVPD
C 1.43 0.64 0.17
C 1.20 -0.72 0.70
C -0.30 -1.09 1.01
N 0.13 -0.36 -2.08
C -0.95 -0.63 -1.42
C -1.30 -0.95 -0.05
N 0.47 1.53 0.97
H 0.91 -0.14 -1.43
H 2.44 1.03 0.31
H 1.68 -0.61 1.69
H 1.58 -1.60 0.16
H -0.16 -2.11 1.40
H -0.62 -0.55 1.95
H -1.53 2.19 -0.90
H -1.27 1.64 -1.34
H -1.84 -0.56 -2.09
H -2.36 -1.11 0.10
H 0.76 2.36 0.43
H -0.29 1.04 0.42
```

Summary:
HOMO in eV: -7.120
Frontier orbital gap in Ha: 0.1943
Spin multiplicity: 1

=====

--- D ---
The following is a quantum chemistry calculation of one molecule with the formula C5H12N2, from the Open Molecules 2025 dataset.

Structure (XYZ):
```
19
C5H12N2 | the Open Molecules 2025 dataset | wB97M-V/def2-TZVPD
C -1.57 -1.49 -2.16
C -0.07 -1.33 -1.83
C 0.34 -0.10 -1.08
C -0.32 0.09 0.21
N -0.13 1.40 0.86
C 0.42 1.47 1.98
N 1.47 0.55 2.28
H -2.15 -1.74 -1.29
H -1.78 -2.34 -2.79
H -1.87 -0.51 -2.62
H 0.46 -1.25 -2.76
H 0.21 -2.13 -1.17
H 1.48 0.03 -1.04
H -0.30 0.80 -1.71
H -1.39 0.06 0.05
H -0.14 -0.67 0.90
H 0.24 2.15 2.80
H 1.57 -0.30 1.65
H 1.51 0.38 3.32
```

Summary:
HOMO in eV: -8.678
Frontier orbital gap in Ha: 0.3541
SMILES: CCCC/N=C\N
Spin multiplicity: 1

=====

Ordering by calculated energy gives the sequence B, A, D, C, with the first entry being the most stable.

=====

--- A ---
The following is a quantum chemistry calculation of a 2-piece molecular cluster, C5H12N2 overall, from the Open Molecules 2025 dataset.

Structure (XYZ):
```
19
C5H12N2 | the Open Molecules 2025 dataset | wB97M-V/def2-TZVPD
C -0.29 0.36 -0.18
C -0.97 0.39 -1.27
C -1.48 1.66 -1.94
C -1.59 -0.87 -1.97
H -0.01 -0.62 0.34
H -0.02 1.21 0.45
H -2.45 2.08 -1.52
H -1.49 1.67 -3.04
H -0.70 2.42 -1.72
H -1.79 -1.70 -1.32
H -0.88 -1.14 -2.70
H -2.60 -0.64 -2.32
C 1.44 0.03 3.13
N 1.61 -1.11 2.71
N 2.72 -1.49 2.00
H 0.48 0.31 3.54
H 2.19 0.80 2.89
H 2.60 -2.49 1.54
H 3.24 -0.89 1.40
```

Summary:
HOMO in eV: -9.004
Frontier orbital gap in Ha: 0.3675
SMILES: C=C(C)C.C=NN
Spin multiplicity: 1

=====

--- B ---
The following is a quantum chemistry calculation of one molecule with the formula C5H12N2, from the Open Molecules 2025 dataset.

Structure (XYZ):
```
19
C5H12N2 | the Open Molecules 2025 dataset | wB97M-V/def2-TZVPD
H 0.82 -1.93 1.27
N 0.38 -2.06 0.36
C -0.12 -1.03 -0.11
C -0.79 -1.06 -1.59
C 0.11 -0.41 -2.63
C -0.19 0.37 0.35
N 0.18 0.32 1.88
C 0.55 1.61 2.41
H -1.78 -0.60 -1.59
H -0.92 -2.12 -1.80
H 0.17 0.67 -2.47
H 1.12 -0.82 -2.57
H -0.28 -0.58 -3.63
H 0.58 0.98 -0.12
H -1.18 0.82 0.22
H -0.63 -0.04 2.39
H 0.75 1.54 3.48
H -0.22 2.40 2.25
H 1.46 1.94 1.91
```

Summary:
HOMO in eV: -9.147
Frontier orbital gap in Ha: 0.3714
SMILES: [H]/N=C(/CC)CNC
Spin multiplicity: 1

=====

--- C ---
The following is a quantum chemistry calculation of C5H12N2 as an isolated structure, from the Open Molecules 2025 dataset.

Structure (XYZ):
```
19
C5H12N2 | the Open Molecules 2025 dataset | wB97M-V/def2-TZVPD
C -0.01 1.25 1.20
C 0.63 -1.17 1.33
C -0.24 -0.14 0.61
C -1.58 -0.53 0.45
H 1.03 1.53 1.08
H -0.62 2.00 0.69
H 0.45 -1.14 2.41
H 0.43 -2.18 0.97
H -0.25 1.26 2.26
H 1.68 -0.94 1.15
H -2.40 -0.04 0.97
H -1.95 -1.18 -0.32
N -0.34 0.66 -2.05
C 0.47 -0.21 -1.29
N 1.78 -0.19 -1.37
H -1.34 0.52 -2.01
H 0.06 1.20 -2.81
H 2.12 0.58 -1.94
H 0.07 -1.28 -1.36
```

Summary:
HOMO (spin up / spin down) in eV: -8.150 / -7.845
Frontier orbital gap (spin up / spin down) in Ha: 0.2829 / 0.2827
Spin multiplicity: 1

=====

Ordering by calculated energy gives the sequence B, A, C, with the first entry being the most stable.

=====

--- A ---
The following is a quantum chemistry calculation of a 3-piece molecular cluster, C5H12N2 overall, from the Open Molecules 2025 dataset.

Structure (XYZ):
```
19
C5H12N2 | the Open Molecules 2025 dataset | wB97M-V/def2-TZVPD
C 1.39 0.40 -0.73
C -0.45 -1.85 -0.18
C -0.41 1.96 -0.01
C -0.91 -0.53 -0.12
C -0.05 0.54 -0.35
N -2.17 -0.33 0.49
N 1.96 0.31 0.61
H -2.55 0.59 0.38
H -2.84 -1.04 0.27
H 2.76 -0.33 0.59
H 1.31 -1.04 1.21
H 1.57 -0.48 -1.36
H 1.76 1.28 -1.27
H -1.12 -2.66 0.07
H 0.78 -1.74 1.08
H 0.35 -2.10 -0.86
H 0.43 2.41 0.54
H -0.52 2.53 -0.94
H -1.30 2.10 0.59
```

Summary:
HOMO (spin up / spin down) in eV: -7.587 / -7.970
Frontier orbital gap (spin up / spin down) in Ha: 0.2712 / 0.2838
Spin multiplicity: 1

=====

--- B ---
The following is a quantum chemistry calculation of a 2-piece molecular cluster, C5H12N2 overall, from the Open Molecules 2025 dataset.

Structure (XYZ):
```
19
C5H12N2 | the Open Molecules 2025 dataset | wB97M-V/def2-TZVPD
C 2.13 0.23 -1.58
N 0.73 0.33 -1.10
C 0.33 1.44 -0.60
N 1.11 2.63 -0.43
H 2.12 0.09 -2.68
H 2.59 -0.68 -1.13
H 2.72 1.14 -1.33
H -0.73 1.60 -0.23
H 0.59 3.43 -0.90
H 1.07 2.88 0.56
C -2.73 -1.20 1.13
C -1.59 -1.62 1.70
C -0.35 -2.03 0.95
H -3.59 -0.89 1.74
H -2.84 -1.15 -0.01
H -1.55 -1.70 2.81
H -0.19 -3.12 1.03
H -0.41 -1.75 -0.11
H 0.54 -1.54 1.38
```

Summary:
HOMO in eV: -9.345
Frontier orbital gap in Ha: 0.3758
SMILES: C/N=C\N.C=CC
Spin multiplicity: 1

=====

--- C ---
The following is a quantum chemistry calculation of a 2-piece molecular cluster, C5H12N2 overall, from the Open Molecules 2025 dataset.

Structure (XYZ):
```
19
C5H12N2 | the Open Molecules 2025 dataset | wB97M-V/def2-TZVPD
C -0.71 1.24 -0.20
C -1.58 0.31 0.62
C -0.82 -1.01 0.61
C -1.11 -1.89 -0.58
H -0.72 0.99 -1.26
H -0.89 2.29 -0.03
H 0.58 1.10 -0.02
H -1.67 0.68 1.64
H -2.59 0.21 0.21
H -0.92 -1.54 1.56
H 0.48 -0.91 0.59
H -0.57 -2.83 -0.52
H -0.81 -1.40 -1.51
H -2.18 -2.12 -0.65
N 1.93 -0.65 0.38
C 2.07 0.50 0.10
N 2.96 1.40 -0.34
H 2.64 2.34 -0.52
H 3.93 1.29 -0.08
```

Summary:
HOMO in eV: -8.541
Frontier orbital gap in Ha: 0.3184
SMILES: CCCC.N#CN
Spin multiplicity: 1

=====

--- D ---
The following is a quantum chemistry calculation of C5H12N2 as an isolated structure, from the Open Molecules 2025 dataset.

Structure (XYZ):
```
19
C5H12N2 | the Open Molecules 2025 dataset | wB97M-V/def2-TZVPD
C -1.16 1.71 1.08
C -0.46 0.42 0.78
C -0.78 -0.72 1.40
H -2.07 0.28 -1.91
H -0.47 2.45 1.47
H -1.59 2.10 0.16
H -1.95 1.57 1.82
H -0.21 -1.62 1.28
H -1.61 -0.77 2.08
C 1.09 -0.59 -0.89
N 0.54 -0.60 -2.04
N 1.88 -1.59 -0.39
C 0.84 0.58 0.01
H 0.70 -1.43 -2.59
H -1.29 0.07 -2.05
H 2.15 -1.58 0.58
H 1.95 -2.46 -0.88
H 0.77 1.47 -0.61
H 1.68 0.70 0.71
```

Summary:
HOMO in eV: -9.144
Frontier orbital gap in Ha: 0.3685
Spin multiplicity: 1

=====

Ordering by calculated energy gives the sequence D, B, C, A, with the first entry being the most stable.